Entry from OMol25: a cluster of 9 separate species, C39H81N12O12 in total (the ωB97M-V functional and the def2-TZVPD basis).

Gap between HOMO and LUMO   7.637 eV
DFT total energy   -3094.26667 Eh
LUMO level   -0.0842 hartree
Total charge   +1

Geometry as XYZ:
```
144
Properties=species:S:1:pos:R:3:forces:R:3
C 2.414631 -4.644301 1.073253 -0.332 0.185 -0.541
C 3.203793 -3.842093 0.270164 0.844 -0.361 0.577
C 2.671680 -2.597742 -0.326255 -1.563 -1.156 -3.390
O 1.790137 -2.616551 -1.174680 0.080 0.332 0.977
O 3.201282 -1.443751 0.108871 0.190 -1.021 1.015
C 2.213708 -0.473106 0.465256 -0.555 1.342 -0.474
C 1.877177 0.485226 -0.688859 -0.038 0.309 0.112
C 2.124854 1.956441 -0.361021 0.291 -0.425 0.433
C 1.270980 2.499392 0.803260 0.694 0.503 -0.531
C 0.056888 3.317718 0.337563 0.055 0.360 0.978
C -1.260956 2.561663 0.334093 0.366 -0.818 -0.915
N -1.456329 1.813440 1.573399 -0.172 0.727 -0.775
C -2.222449 0.738710 1.629611 0.214 0.353 0.512
N -2.396381 0.017925 2.739468 -0.178 -0.606 0.410
C -3.192957 -0.989394 2.376928 1.115 1.627 0.127
N -3.520548 -0.884341 1.106929 -1.277 -2.166 0.148
C -4.387899 -1.890340 0.451582 -0.735 0.297 -0.290
C -4.721908 -1.556210 -0.987876 -0.383 -1.200 -0.232
O -3.573635 -1.193668 -1.778789 0.185 0.608 0.914
C -2.549533 -2.099358 -1.705680 0.705 -0.948 -0.476
C -1.181344 -1.495969 -1.846869 -0.548 0.431 -0.528
O -2.729407 -3.284673 -1.578387 -0.283 0.689 0.347
N -2.925924 0.214154 0.598080 0.424 0.591 0.380
H 2.551881 -4.721441 2.148198 1.471 -1.598 -0.262
H 1.612975 -5.252530 0.653506 -1.456 1.674 0.307
H 4.220491 -4.167084 0.022609 0.624 1.440 1.621
H 1.292079 -0.940148 0.814171 0.181 -0.423 0.086
H 2.613840 0.119902 1.286400 0.341 -0.309 0.131
H 2.492158 0.232728 -1.542887 -0.188 -0.190 -0.201
H 0.824420 0.387303 -0.962735 0.075 -0.264 -0.259
H 3.185615 2.052004 -0.110671 0.023 0.053 0.096
H 1.990877 2.569291 -1.251277 -0.105 -0.055 -0.104
H 1.022598 1.696939 1.499857 -0.130 -0.003 0.011
H 1.909376 3.190059 1.354139 -0.146 0.057 0.200
H -0.037912 4.188217 0.997967 -0.035 -0.133 -0.003
H 0.296747 3.731015 -0.639064 -0.367 -0.074 -0.197
H -2.120453 3.188987 0.086300 0.002 0.169 0.247
H -1.194614 1.806424 -0.463033 -0.066 0.025 -0.050
H -0.977968 2.130572 2.399576 -0.096 -0.216 0.245
H -3.509817 -1.772988 3.040688 -0.210 -0.191 -0.144
H -5.334553 -1.905157 1.004962 0.006 0.040 -0.101
H -3.961822 -2.881383 0.566986 0.466 0.108 -0.143
H -5.178247 -2.448641 -1.422670 -0.143 -0.018 0.118
H -5.494232 -0.793311 -1.012081 0.430 0.516 -0.403
H -1.003448 -0.734534 -1.088871 0.041 -0.110 0.155
H -0.409860 -2.254503 -1.833431 0.016 -0.063 0.155
H -1.146573 -0.964385 -2.800146 0.055 0.026 -0.032
H -3.030106 0.514141 -0.359795 -0.068 -0.274 -0.134
C -6.608845 -5.332935 -1.819395 -0.025 -0.070 0.108
O -6.777496 -4.123640 -1.767436 0.115 0.103 0.021
N -5.659390 -5.936131 -2.548427 -0.098 -0.143 0.033
C -5.487105 -7.376258 -2.568539 0.104 0.197 -0.129
C -4.777646 -5.095634 -3.340033 -0.185 0.125 0.032
H -7.236022 -6.036228 -1.248553 -0.016 0.005 -0.023
H -4.486789 -7.632310 -2.215005 -0.026 -0.101 -0.013
H -5.611489 -7.748049 -3.586897 0.014 -0.104 0.039
H -6.222653 -7.854531 -1.925483 -0.026 0.047 0.013
H -4.262057 -4.406867 -2.676794 0.110 0.014 -0.142
H -5.370104 -4.518026 -4.051541 0.082 0.008 -0.055
H -4.052672 -5.702314 -3.876111 -0.036 -0.085 0.048
C 2.759568 0.359016 -4.696771 0.160 0.047 0.011
O 2.320431 0.842257 -3.664931 -0.114 0.081 -0.089
N 2.387114 -0.825455 -5.197925 0.035 -0.032 -0.136
C 2.947069 -1.371071 -6.418939 -0.124 -0.133 0.063
C 1.384453 -1.599232 -4.485697 0.087 0.126 0.119
H 3.526106 0.868301 -5.302787 -0.016 -0.004 -0.021
H 2.150196 -1.533727 -7.146265 0.082 -0.055 -0.078
H 3.428926 -2.325604 -6.205502 -0.007 -0.029 -0.121
H 3.683145 -0.695610 -6.849921 -0.026 0.093 0.094
H 0.461734 -1.020708 -4.415252 -0.026 -0.051 -0.003
H 1.731247 -1.816848 -3.474946 -0.090 -0.043 0.020
H 1.193092 -2.530290 -5.014199 0.054 0.015 -0.048
C -8.338018 -1.643318 2.393030 -0.126 -0.194 0.054
O -7.447669 -2.354989 1.962932 0.296 0.241 -0.037
N -8.409656 -0.309922 2.226839 -0.092 0.079 0.094
C -9.504503 0.477808 2.767198 0.218 0.082 -0.165
C -7.360668 0.358338 1.483475 0.012 -0.275 0.013
H -9.181519 -2.053249 2.968839 -0.014 0.009 -0.007
H -10.028971 0.985262 1.956165 -0.080 0.031 0.073
H -9.114570 1.223495 3.462609 -0.107 0.024 0.032
H -10.206432 -0.163304 3.294400 0.028 -0.045 -0.011
H -7.310816 -0.048261 0.471273 0.044 0.073 -0.025
H -6.396160 0.189382 1.971955 0.033 0.078 -0.042
H -7.561591 1.425414 1.436228 -0.044 -0.002 0.019
C 0.345227 6.302503 2.937853 -0.065 -0.115 0.189
O 1.214831 5.565163 2.484947 0.056 -0.012 -0.114
N 0.288586 7.624099 2.726478 -0.025 0.080 -0.036
C -0.764967 8.449807 3.290061 0.151 0.046 -0.083
C 1.316279 8.247067 1.907870 0.009 -0.231 0.043
H -0.472908 5.924831 3.567188 0.035 0.078 -0.035
H -1.317994 8.938902 2.485417 -0.043 0.057 0.068
H -0.327030 9.212523 3.936645 -0.087 0.045 0.001
H -1.450174 7.839891 3.872700 0.035 -0.066 -0.017
H 1.313098 7.804711 0.910880 0.072 0.057 -0.020
H 2.296686 8.076702 2.354008 0.035 0.047 -0.069
H 1.131538 9.315134 1.832496 -0.054 -0.003 0.039
C 4.216459 -4.914021 -5.586350 0.076 0.014 -0.059
O 3.225598 -5.328800 -6.159654 -0.135 0.024 0.066
N 4.461104 -5.040290 -4.271280 0.167 0.111 -0.015
C 5.667664 -4.514191 -3.651922 -0.283 -0.100 0.043
C 3.485701 -5.725834 -3.442198 -0.067 0.027 -0.239
H 5.018318 -4.377706 -6.123201 0.045 -0.015 0.033
H 6.229371 -5.324923 -3.187569 0.079 0.102 0.072
H 5.405372 -3.785304 -2.885119 0.155 -0.031 0.028
H 6.294797 -4.032069 -4.399341 -0.037 -0.019 -0.048
H 3.348709 -6.746731 -3.800694 -0.064 -0.013 0.066
H 2.524837 -5.211242 -3.499587 -0.029 -0.063 0.072
H 3.828766 -5.744219 -2.410535 0.062 0.036 -0.016
C -3.457820 5.157133 4.855849 -0.007 0.052 0.203
O -2.515576 5.811229 4.446579 -0.074 -0.076 -0.116
N -4.250029 4.394103 4.082759 -0.107 -0.114 0.050
C -5.358918 3.633188 4.626625 0.094 0.031 -0.271
C -3.981397 4.335843 2.656959 0.124 0.164 0.133
H -3.740596 5.141024 5.919893 -0.013 -0.010 -0.005
H -5.210640 2.569732 4.424436 -0.085 -0.023 0.073
H -6.292221 3.959231 4.163084 -0.057 -0.062 0.077
H -5.428463 3.781177 5.701541 0.038 0.028 0.002
H -2.972165 3.957289 2.487466 -0.003 0.016 -0.088
H -4.047548 5.335852 2.226717 0.019 -0.043 -0.090
H -4.703151 3.682376 2.171303 -0.037 -0.006 0.057
C 6.649053 -3.511709 0.377836 0.074 -0.035 0.154
O 6.731226 -3.746813 -0.816632 -0.083 0.035 -0.052
N 7.288156 -2.526035 1.019884 0.001 -0.030 0.053
C 7.133526 -2.306436 2.444543 0.094 0.159 -0.152
C 8.164535 -1.647042 0.259211 -0.063 -0.130 -0.135
H 6.014948 -4.120165 1.042819 0.094 0.020 0.127
H 6.735251 -1.305482 2.620235 0.022 -0.003 0.076
H 8.102357 -2.397306 2.938778 -0.049 0.012 0.094
H 6.450082 -3.039630 2.868479 -0.002 -0.041 -0.051
H 7.594372 -1.147785 -0.523862 0.062 0.063 0.010
H 8.954278 -2.233571 -0.211039 0.018 0.043 -0.026
H 8.604147 -0.903345 0.917634 -0.083 0.008 0.042
C 5.912184 2.551755 1.797588 -0.075 -0.006 0.050
O 6.755344 1.804928 1.339075 0.091 -0.063 -0.058
N 5.859077 3.880059 1.590815 -0.154 -0.051 0.139
C 4.815983 4.704436 2.174371 0.230 0.062 -0.257
C 6.876938 4.499927 0.758835 0.023 -0.232 0.026
H 5.093912 2.184154 2.442314 -0.017 0.042 0.008
H 4.253123 5.194160 1.377597 -0.119 0.072 0.132
H 5.262553 5.463573 2.819476 -0.115 0.035 0.027
H 4.133182 4.096256 2.763558 0.006 -0.022 -0.013
H 6.855769 4.060026 -0.238750 0.068 0.052 -0.020
H 7.863009 4.323117 1.189142 0.034 0.045 -0.070
H 6.696045 5.569345 0.689490 -0.055 -0.005 0.041
```
Forces are in eV/Å.